Entry 1:
Entry from the OMol25 dataset: a 3-piece molecular cluster, C3H7N overall (ωB97M-V/def2-TZVPD).

The calculation puts the HOMO-LUMO gap at 9.2 eV. Its total energy is -4709.22128 eV. The value obtained for the HOMO energy is -8.08 eV. The LUMO energy is 1.12 eV. The calculation puts the energy above the lowest of the compared OMol25 structures with the same formula, charge and spin at 4.936 eV.

Structure (ORCA input):
```
! RIJCOSX wB97M-V def2-TZVPD def2/J DEFGRID3
* xyz 0 1
C -0.230 -1.383 -0.020
N -0.045 -0.184 -0.567
C -0.498 1.051 -0.278
C 0.970 0.829 -0.367
H -0.678 -0.397 1.516
H 0.631 -2.045 0.033
H -1.214 -1.833 -0.119
H -1.191 1.673 -0.835
H -0.839 0.454 1.302
H 1.579 1.044 -1.246
H 1.517 0.792 0.581
*
```

Entry 2:
Entry from the OMol25 dataset: a 2-piece molecular cluster, H5ISi2 overall in a non-equilibrium geometry (ωB97M-V/def2-TZVPD).

The calculation puts the HOMO-LUMO gap at 7.5 eV. Its total energy is -23934.59892 eV. The value obtained for the HOMO energy is -8.89 eV. The LUMO energy is -1.35 eV. The calculation puts the energy above the lowest of the compared OMol25 structures with the same formula, charge and spin at 2.191 eV.

Structure (ORCA input):
```
! RIJCOSX wB97M-V def2-TZVPD def2/J DEFGRID3
* xyz 0 1
Si -1.865 -0.078 0.120
Si 2.256 -0.025 0.042
I 4.715 -0.027 0.323
H -1.604 -1.496 0.604
H -3.439 0.121 -0.139
H -1.031 0.419 -0.925
H 2.301 0.614 -1.478
H -1.334 0.471 1.453
*
```

Entry 3:
Entry from the OMol25 dataset: C20H33Br2NO2ScSi3 as an isolated structure in a non-equilibrium geometry (ωB97M-V/def2-TZVPD).

The calculation puts the HOMO-LUMO gap at 7.5 eV. Its total energy is -211280.28895 eV. The value obtained for the HOMO energy is -11.11 eV. The LUMO energy is -3.58 eV.

Structure (ORCA input):
```
! RIJCOSX wB97M-V def2-TZVPD def2/J DEFGRID3
* xyz 1 1
Sc 0.241 0.334 -0.380
C -1.185 -0.639 -3.407
O -0.920 -0.598 -1.993
Si -2.067 -1.489 -0.973
C -3.745 -0.756 -1.398
C -2.074 -3.275 -1.563
C -1.209 -1.047 0.622
Si 0.016 -2.341 1.276
C 0.921 -1.880 2.860
C -0.697 -4.069 1.513
C 1.381 -2.351 -0.096
Si -2.196 0.038 1.822
C -1.383 0.372 3.483
C -2.262 1.733 0.903
C -3.934 -0.612 2.156
H -1.523 -1.634 -3.695
H -0.284 -0.413 -3.966
H -1.959 0.086 -3.663
H -4.046 -1.033 -2.411
H -3.762 0.333 -1.327
H -4.509 -1.146 -0.725
H -2.573 -3.384 -2.527
H -2.632 -3.884 -0.848
H -1.072 -3.698 -1.649
H 0.284 -1.994 3.738
H 1.282 -0.852 2.835
H 1.783 -2.538 2.995
H -1.567 -4.020 2.172
H 0.041 -4.718 1.990
H -1.007 -4.544 0.583
H 1.701 -1.322 -0.348
H 1.042 -2.830 -1.017
H 2.283 -2.867 0.233
H -0.355 0.717 3.365
H -1.376 -0.517 4.117
H -1.940 1.147 4.014
H -1.359 1.878 0.283
H -2.288 2.570 1.601
H -3.126 1.825 0.243
H -3.882 -1.637 2.531
H -4.572 -0.611 1.273
H -4.427 -0.007 2.920
C 1.496 1.528 -3.752
C 2.264 2.131 -2.618
C 3.321 3.022 -2.862
C 4.029 3.547 -1.818
C 3.695 3.193 -0.497
C 4.366 3.663 0.656
Br 5.823 4.859 0.487
C 3.978 3.263 1.902
C 2.902 2.379 2.052
Br 2.379 1.839 3.780
C 2.199 1.884 0.970
O 1.175 1.045 1.081
C 2.613 2.299 -0.327
N 1.910 1.780 -1.389
H 1.837 1.902 -4.714
H 0.434 1.758 -3.652
H 1.631 0.445 -3.743
H 3.565 3.279 -3.883
H 4.846 4.233 -1.996
H 4.493 3.621 2.782
*
```

Entry 4:
Entry from the OMol25 dataset: the molecule C6H13N (ωB97M-V/def2-TZVPD).

The calculation puts the HOMO-LUMO gap at 9.7 eV. Its total energy is -7921.20216 eV. The value obtained for the HOMO energy is -8.65 eV. The LUMO energy is 1.10 eV. The calculation puts the energy above the lowest of the compared OMol25 structures with the same formula, charge and spin at 1.631 eV.

Structure (ORCA input):
```
! RIJCOSX wB97M-V def2-TZVPD def2/J DEFGRID3
* xyz 0 1
C -0.664 0.542 2.084
C -0.779 0.318 0.596
N 0.565 0.523 0.160
C 0.833 1.738 -0.529
C -0.060 -0.657 -0.329
C -0.343 -0.623 -1.816
C 0.471 -1.972 0.180
H 0.034 1.400 2.209
H -1.607 0.806 2.536
H -0.142 -0.278 2.590
H -1.610 0.811 0.046
H 1.656 1.560 -1.212
H -0.046 2.137 -1.054
H 1.139 2.483 0.220
H -1.025 -1.413 -2.124
H -0.743 0.345 -2.140
H 0.618 -0.765 -2.332
H 0.660 -1.924 1.255
H 1.411 -2.205 -0.330
H -0.250 -2.774 -0.017
*
```

Entry 5:
Entry from the OMol25 dataset: the molecule C2H3FS in a non-equilibrium geometry (ωB97M-V/def2-TZVPD).

The calculation puts the HOMO-LUMO gap at 9.5 eV. Its total energy is -15673.74017 eV. The value obtained for the HOMO energy is -9.28 eV. The LUMO energy is 0.19 eV. The calculation puts the energy above the lowest of the compared OMol25 structures with the same formula, charge and spin at 0.780 eV.

Structure (ORCA input):
```
! RIJCOSX wB97M-V def2-TZVPD def2/J DEFGRID3
* xyz 0 1
C -0.899 0.081 -0.209
C 0.814 -0.074 0.207
F -0.984 0.762 -1.296
S -2.069 -0.665 0.629
H 1.159 -0.561 -0.600
H 0.783 -0.461 1.130
H 1.196 0.918 0.140
*
```

Entry 6:
Entry from the OMol25 dataset: a 3-piece molecular cluster, H6O3 overall in a non-equilibrium geometry (ωB97M-V/def2-TZVPD).

The calculation puts the HOMO-LUMO gap at 10.8 eV. Its total energy is -6239.51658 eV. The value obtained for the HOMO energy is -10.43 eV. The LUMO energy is 0.39 eV. The calculation puts the energy above the lowest of the compared OMol25 structures with the same formula, charge and spin at 0.737 eV.

Structure (ORCA input):
```
! RIJCOSX wB97M-V def2-TZVPD def2/J DEFGRID3
* xyz 0 1
O -0.985 -1.803 -1.600
H -1.651 -2.050 -1.004
H -1.051 -0.896 -1.293
O 1.377 0.650 1.524
H 2.199 0.166 1.429
H 1.678 1.568 1.664
O -0.617 0.542 -0.540
H -1.006 1.308 -0.296
H 0.057 0.515 0.116
*
```

Entry 7:
Entry from the OMol25 dataset: the molecule C17H20N4O5S3 in a non-equilibrium geometry (ωB97M-V/def2-TZVPD).

The calculation puts the HOMO-LUMO gap at 8.6 eV. Its total energy is -66656.77647 eV. The value obtained for the HOMO energy is -8.71 eV. The LUMO energy is -0.10 eV. The calculation puts the energy above the lowest of the compared OMol25 structures with the same formula, charge and spin at 0.000 eV.

Structure (ORCA input):
```
! RIJCOSX wB97M-V def2-TZVPD def2/J DEFGRID3
* xyz 0 1
C -6.503 -1.794 -0.895
C -7.162 -0.469 -1.247
H -8.251 -0.541 -1.200
H -6.852 -0.132 -2.241
O -6.795 0.530 -0.287
C -5.830 1.375 -0.618
O -5.306 1.464 -1.693
C -5.518 2.278 0.569
H -5.790 1.785 1.500
H -6.051 3.223 0.469
S -3.754 2.709 0.590
C -3.109 1.119 0.450
N -3.818 0.043 0.438
N -3.106 -1.065 0.301
C -1.833 -0.869 0.222
N -0.969 -1.909 0.036
C 0.405 -1.944 0.019
O 0.985 -2.936 -0.354
C 1.120 -0.734 0.519
C 1.008 -0.349 1.853
C 1.743 0.722 2.332
C 2.611 1.399 1.489
C 2.734 0.993 0.174
C 1.996 -0.061 -0.324
H 2.087 -0.336 -1.362
S 3.915 1.824 -0.907
O 3.390 1.800 -2.238
O 4.245 3.078 -0.301
N 5.304 0.909 -0.911
C 5.235 -0.392 -1.541
H 6.167 -0.549 -2.092
H 4.410 -0.395 -2.251
C 5.094 -1.423 -0.403
H 4.075 -1.803 -0.338
H 5.756 -2.270 -0.574
C 5.478 -0.656 0.875
H 4.617 -0.549 1.533
H 6.268 -1.158 1.430
C 5.945 0.721 0.371
H 7.028 0.728 0.214
H 5.680 1.549 1.025
H 3.189 2.244 1.828
H 1.642 1.025 3.363
H 0.343 -0.889 2.512
H -1.425 -2.783 -0.212
S -1.376 0.836 0.299
H -5.424 -1.674 -0.861
H -6.760 -2.539 -1.642
H -6.842 -2.133 0.081
*
```

Entry 8:
Entry from the OMol25 dataset: the molecule C5H11N in a non-equilibrium geometry (ωB97M-V/def2-TZVPD).

The calculation puts the HOMO-LUMO gap at 8.7 eV. Its total energy is -6852.84026 eV. The value obtained for the HOMO energy is -7.61 eV. The LUMO energy is 1.07 eV. The calculation puts the energy above the lowest of the compared OMol25 structures with the same formula, charge and spin at 0.688 eV.

Structure (ORCA input):
```
! RIJCOSX wB97M-V def2-TZVPD def2/J DEFGRID3
* xyz 0 1
C 0.606 0.816 -2.003
C 0.542 1.127 -0.515
C -0.043 0.021 0.316
C 0.609 -0.409 1.411
N 0.081 -1.384 2.267
C -1.298 -0.632 -0.104
H 0.103 -0.111 -2.261
H 0.183 1.570 -2.668
H 1.657 0.704 -2.277
H 1.512 1.483 -0.164
H -0.055 2.052 -0.391
H 1.557 0.068 1.628
H -0.936 -1.324 2.288
H 0.534 -1.607 3.140
H -1.805 -0.103 -0.916
H -2.043 -0.606 0.696
H -1.202 -1.665 -0.446
*
```